18
Properties=species:S:1:pos:R:3:mulliken_charge:R:1 method="wB97M-V/def2-TZVPD" total_energy_ha=-323.23262 gap_ha=0.3568 e_above_lowest_kcal_mol=46.38 lumo_energy_ev=0.893 total_charge=0 e_homo_ha=-0.324 molar_mass_g_mol=101.15
C 1.75 0.06 -0.75 -0.532
C 0.33 0.62 -0.61 -0.410
C -0.21 0.32 0.78 -0.900
N -2.98 -0.61 0.19 -0.570
C -1.94 -1.28 0.85 0.078
N -0.69 -1.08 0.88 -0.437
N 2.81 1.06 -0.63 -0.671
H 1.78 -0.45 -1.72 0.303
H 1.86 -0.76 -0.03 0.350
H 0.37 1.71 -0.73 0.340
H -0.37 0.15 -1.30 0.293
H -1.09 0.90 1.11 0.491
H 0.52 0.49 1.58 0.310
H -3.43 -1.28 -0.41 0.250
H -2.66 0.20 -0.31 0.259
H -2.26 -2.26 1.23 0.348
H 3.64 0.58 -0.30 0.258
H 2.57 1.64 0.17 0.240


20
Properties=species:S:1:pos:R:3:mulliken_charge:R:1 method="wB97M-V/def2-TZVPD" total_energy_ha=-2515.07587 gap_ha=0.1283 e_above_lowest_kcal_mol=86.84 lumo_energy_ev=-13.332 total_charge=+2 e_homo_ha=-0.618 molar_mass_g_mol=200.41
N 2.47 -1.57 0.20 -0.422
C 2.43 -0.05 0.15 -0.311
B 0.88 0.57 0.26 0.277
S 0.66 2.36 -0.32 -0.158
C -0.30 -0.38 0.89 -0.529
C -1.83 0.12 0.60 -0.490
C -2.45 -0.89 -0.58 -0.369
F -1.94 -0.58 -1.94 -0.308
H 2.05 -1.90 1.09 0.338
H 1.81 -1.90 -0.57 0.346
H 3.00 0.39 1.10 0.339
H 2.98 0.40 -0.80 0.362
H 0.42 2.40 -1.72 0.210
H -0.16 -1.47 0.44 0.274
H -0.18 -0.48 2.07 0.358
H -1.94 1.26 0.33 0.280
H -2.46 -0.12 1.58 0.317
H -2.20 -2.02 -0.37 0.317
H -3.63 -0.78 -0.49 0.309
Zn 0.37 4.65 -1.91 0.859


51
Properties=species:S:1:pos:R:3:mulliken_charge:R:1 method="wB97M-V/def2-TZVPD" total_energy_ha=-1936.47669 gap_ha=0.2788 e_above_lowest_kcal_mol=0.00 lumo_energy_ev=-0.626 total_charge=0 e_homo_ha=-0.302 molar_mass_g_mol=551.39
Rh -0.62 -0.68 0.01 -0.024
O 0.26 -1.12 -1.72 -0.489
C 1.36 -1.79 -1.79 0.710
C 1.88 -2.09 -3.08 -0.741
C 3.05 -2.77 -3.23 -0.329
C 3.80 -3.21 -2.11 -0.726
C 3.33 -2.95 -0.87 -0.784
C 2.11 -2.25 -0.66 0.437
C 1.72 -2.05 0.69 0.013
N 0.60 -1.62 1.15 0.199
C 0.42 -1.37 2.60 -0.603
C -0.46 -0.12 2.77 -0.741
N -1.50 -0.29 1.77 0.166
C -2.73 -0.49 2.06 0.142
C -3.68 -1.09 1.17 0.413
C -5.04 -1.04 1.54 -0.702
C -6.01 -1.63 0.77 -0.742
C -5.61 -2.34 -0.37 -0.393
C -4.30 -2.44 -0.73 -0.539
C -3.28 -1.81 0.02 0.667
O -2.04 -1.99 -0.39 -0.822
H 1.31 -1.75 -3.93 0.458
H 3.42 -2.97 -4.23 0.384
H 4.73 -3.75 -2.25 0.401
H 3.89 -3.28 0.01 0.340
H 2.46 -2.34 1.44 0.343
H 1.39 -1.25 3.08 0.492
H -0.09 -2.23 3.03 0.325
H 0.11 0.78 2.56 0.065
H -0.87 -0.07 3.78 0.508
H -3.07 -0.22 3.06 0.295
H -5.31 -0.50 2.44 0.330
H -7.05 -1.57 1.05 0.400
H -6.37 -2.82 -0.99 0.379
H -3.99 -3.01 -1.60 0.445
O -0.62 3.95 -2.69 -0.672
S -0.52 3.85 -1.26 1.133
O -1.41 4.63 -0.45 -0.680
N -0.57 2.28 -0.79 -0.450
C 0.57 1.92 -0.25 0.922
O 0.78 0.77 0.24 -0.224
C 1.63 2.97 -0.20 0.167
C 2.92 2.89 0.30 -0.505
C 3.71 4.03 0.23 -0.635
C 3.22 5.21 -0.32 -0.495
C 1.92 5.28 -0.83 -0.525
C 1.15 4.14 -0.75 -0.024
H 3.29 1.96 0.72 0.500
H 4.72 4.00 0.62 0.392
H 3.85 6.08 -0.36 0.385
H 1.54 6.19 -1.26 0.434


13
Properties=species:S:1:pos:R:3:mulliken_charge:R:1 method="wB97M-V/def2-TZVPD" total_energy_ha=-1118.60544 gap_ha="0.2527 / 0.2163" s_squared=2.012 multiplicity=3 e_above_lowest_kcal_mol=101.91 lumo_energy_ev="0.182 / -2.988" total_charge=0 e_homo_ha="-0.246 / -0.326" molar_mass_g_mol=151.21
C 1.83 -0.13 0.24 -1.130
C -1.67 0.86 0.07 0.403
C 0.40 -0.19 -0.27 -0.080
N -2.44 -0.07 -0.25 -0.126
O -0.18 -2.42 0.81 -0.473
O -2.07 -1.23 -0.65 -0.370
S -1.89 2.43 0.58 -0.261
S -0.26 -1.77 -0.44 0.558
H 1.81 -0.52 1.18 0.373
H 2.29 0.84 0.24 0.342
H 0.42 0.01 -1.35 0.338
H -0.60 3.02 0.31 0.130
H 2.37 -0.84 -0.46 0.298


21
Properties=species:S:1:pos:R:3:mulliken_charge:R:1 method="wB97M-V/def2-TZVPD" total_energy_ha=-403.50094 gap_ha=0.3453 e_above_lowest_kcal_mol=47.48 lumo_energy_ev=0.567 total_charge=0 smiles="NCCCCC=O.O" e_homo_ha=-0.324 molar_mass_g_mol=119.16
O 0.14 2.12 -2.58 -0.463
C -0.51 2.41 -1.61 -0.031
C -0.36 1.72 -0.23 -0.616
C -0.26 0.23 -0.30 -0.510
C -1.58 -0.49 0.10 -0.739
C -1.28 -1.76 0.91 -0.344
N -2.49 -2.22 1.60 -0.467
H -1.24 3.26 -1.66 0.330
H -1.22 2.11 0.34 0.320
H 0.49 2.24 0.22 0.320
H -0.08 0.00 -1.35 0.336
H 0.59 -0.09 0.30 0.372
H -2.28 0.13 0.67 0.428
H -2.12 -0.80 -0.79 0.185
H -0.94 -2.54 0.24 0.292
H -0.50 -1.61 1.66 0.237
H -3.06 -1.46 1.90 0.167
H -2.84 -3.15 1.44 0.184
H 5.44 -0.62 1.99 0.322
H 4.61 -1.21 0.75 0.323
O 5.41 -1.28 1.28 -0.644


91
Properties=species:S:1:pos:R:3:mulliken_charge:R:1 method="wB97M-V/def2-TZVPD" total_energy_ha=-2374.58379 gap_ha=0.2666 lumo_energy_ev=-1.685 total_charge=0 smiles="CCCN[C@@]1([C@@H](C)CC)NC(=O)[C@](S)(N=C=O)[C@H]1CCCCCCCCOC.O=C1C=CC(=O)C=C1.O=C1C=CC(=O)C=C1" e_homo_ha=-0.329 molar_mass_g_mol=629.82
C 4.18 -1.09 2.50 -0.377
C 3.53 0.17 3.21 -0.664
C 3.54 1.33 2.12 -0.751
N 2.72 0.86 1.00 1.541
C 2.50 1.88 -0.04 -0.690
C 1.43 3.00 0.35 -0.530
C 1.14 4.00 -0.84 -1.771
C 0.05 2.40 0.82 1.628
C -0.23 2.89 2.32 -1.514
N 3.73 2.73 -0.16 -0.040
C 4.14 2.97 -1.50 -0.325
O 4.60 3.96 -1.98 -0.609
C 3.85 1.56 -2.17 1.264
S 5.30 0.58 -1.49 -0.320
N 3.79 1.75 -3.63 -0.652
C 4.56 0.99 -4.22 0.642
O 5.20 0.37 -4.91 -0.383
C 2.44 1.27 -1.49 0.047
C 2.30 -0.30 -1.71 -0.571
C 0.86 -0.77 -2.20 -1.921
C -0.23 -0.79 -1.07 0.616
C 0.18 -1.57 0.22 1.176
C -0.73 -1.34 1.48 -0.701
C -2.28 -1.37 1.18 -0.833
C -3.05 -0.07 1.60 -0.840
C -3.26 0.95 0.44 0.094
O -4.25 0.53 -0.49 -0.153
C -4.12 1.20 -1.74 -0.787
H 4.51 -1.87 3.23 0.437
H 3.45 -1.54 1.80 -0.108
H 5.02 -0.73 1.84 0.181
H 2.48 -0.15 3.45 0.271
H 4.10 0.44 4.12 0.366
H 4.62 1.44 1.86 0.351
H 3.13 2.26 2.60 0.357
H 1.84 0.49 1.37 -0.190
H 1.79 3.64 1.19 1.006
H 0.81 3.50 -1.78 0.269
H 0.27 4.63 -0.50 0.571
H 2.01 4.68 -1.00 0.328
H -0.77 2.87 0.22 0.490
H 0.01 1.30 0.86 -1.943
H 0.72 2.68 2.88 0.243
H -0.49 3.96 2.38 0.342
H -1.00 2.22 2.75 0.350
H 3.74 3.59 0.37 0.436
H 5.09 0.46 -0.14 0.122
H 1.63 1.65 -2.17 0.193
H 2.97 -0.55 -2.57 0.475
H 2.67 -0.92 -0.86 0.000
H 1.01 -1.82 -2.57 0.447
H 0.56 -0.06 -3.00 0.415
H -1.12 -1.34 -1.49 0.625
H -0.58 0.25 -0.90 -0.664
H 1.23 -1.41 0.54 -1.519
H 0.10 -2.66 -0.03 0.424
H -0.53 -2.20 2.17 0.598
H -0.49 -0.42 2.06 0.252
H -2.50 -1.66 0.12 0.381
H -2.73 -2.19 1.80 0.304
H -4.06 -0.29 2.03 0.506
H -2.49 0.46 2.42 0.300
H -3.64 1.91 0.91 0.239
H -2.33 1.21 -0.11 -0.092
H -3.45 2.09 -1.70 0.303
H -3.68 0.47 -2.47 0.246
H -5.11 1.52 -2.16 0.258
C 2.94 -6.35 -1.03 -0.409
C 2.47 -5.30 -0.36 -0.372
C 3.25 -4.04 -0.25 0.246
O 2.82 -3.08 0.36 -0.371
C 4.57 -4.00 -0.92 -0.241
C 5.04 -5.05 -1.59 -0.418
C 4.26 -6.30 -1.70 0.290
O 4.69 -7.26 -2.31 -0.551
H 2.38 -7.27 -1.12 0.410
H 1.50 -5.31 0.13 0.444
H 5.12 -3.07 -0.83 0.457
H 6.01 -5.03 -2.08 0.435
C -8.08 1.74 0.36 -0.268
C -9.40 1.81 0.47 -0.402
C -10.24 0.58 0.49 0.359
O -11.45 0.64 0.59 -0.559
C -9.54 -0.72 0.40 -0.407
C -8.21 -0.79 0.29 -0.290
C -7.38 0.43 0.27 0.126
O -6.17 0.37 0.18 -0.286
H -7.45 2.62 0.34 0.438
H -9.93 2.75 0.54 0.401
H -10.16 -1.61 0.42 0.392
H -7.69 -1.73 0.22 0.431